(1)
{
  "formula": "C4H7NO2",
  "method": "wB97M-V/def2-TZVPD",
  "species": ["C", "C", "C", "C", "N", "O", "O", "H", "H", "H", "H", "H", "H", "H"],
  "xyz": [[-0.468, -0.612, 1.294], [0.237, 0.972, -0.446], [-0.996, 1.529, -1.015], [1.512, 0.917, -0.319], [-0.202, -1.833, 1.105], [0.464, -2.136, -0.156], [-0.494, -2.752, 1.872], [-0.639, -0.073, 2.181], [-0.597, 2.062, -1.988], [-1.469, 2.271, -0.312], [-1.635, 0.732, -1.032], [0.002, -2.812, -0.623], [2.183, 1.165, -1.020], [2.103, 0.571, 0.460]],
  "forces_ev_per_a": [[1.673, 3.640, -3.985], [-1.769, -1.981, 3.625], [2.959, 2.845, -0.354], [-1.060, -0.242, 0.569], [-0.713, -0.002, -0.162], [0.770, 1.444, 1.188], [0.485, -1.337, -0.089], [-0.567, -0.445, 1.204], [-1.557, -1.040, 1.415], [0.784, -0.475, -0.736], [-1.973, -1.793, -1.218], [-1.116, -1.165, 0.013], [1.973, 1.857, -3.298], [0.111, -1.304, 1.829]]
}

=====

(2)
{
  "formula": "C4H7NO2",
  "method": "wB97M-V/def2-TZVPD",
  "species": ["C", "C", "N", "O", "C", "C", "O", "H", "H", "H", "H", "H", "H", "H"],
  "xyz": [[0.918, 2.011, -0.078], [0.283, 0.684, 0.232], [0.090, 0.120, 1.351], [-0.147, 0.089, -0.905], [-1.011, -1.022, -0.708], [-0.344, -2.211, -0.042], [-0.987, -3.154, 0.351], [0.143, 2.711, -0.409], [1.422, 2.426, 0.797], [1.634, 1.904, -0.897], [0.458, 0.673, 2.120], [-1.880, -0.733, -0.109], [-1.339, -1.315, -1.710], [0.762, -2.182, 0.008]],
  "forces_ev_per_a": [[0.066, 0.027, 0.043], [-0.005, 0.057, 0.195], [0.056, 0.215, -0.202], [0.023, 0.049, 0.056], [-0.178, -0.091, 0.018], [-0.326, -0.371, 0.070], [0.402, 0.479, -0.195], [0.106, -0.124, 0.045], [-0.083, -0.098, -0.114], [-0.086, -0.010, 0.109], [-0.025, -0.019, -0.102], [0.093, -0.072, -0.072], [0.048, -0.010, 0.139], [-0.091, -0.032, 0.010]],
  "smiles": "[H]/N=C(\\C)OCC=O"
}

=====

(3)
{
  "formula": "C4H7NO2",
  "method": "wB97M-V/def2-TZVPD",
  "species": ["C", "C", "C", "O", "C", "O", "N", "H", "H", "H", "H", "H", "H", "H"],
  "xyz": [[-0.614, 1.653, -0.132], [-0.078, 0.244, -0.135], [-0.056, -0.550, -1.370], [1.143, 0.001, -0.832], [-0.224, -0.500, 1.188], [-1.177, -0.274, 1.908], [0.662, -1.569, 1.412], [-0.548, 2.088, -1.133], [-1.658, 1.640, 0.190], [-0.053, 2.285, 0.564], [-0.132, -1.636, -1.322], [-0.405, -0.087, -2.292], [1.694, -1.750, 1.494], [1.446, -1.547, 0.460]],
  "forces_ev_per_a": [[0.024, 0.009, -0.035], [-0.182, 0.112, 0.171], [-0.214, -0.147, -0.139], [0.191, 0.066, 0.021], [0.238, -0.092, 0.323], [1.033, -0.215, -0.428], [2.881, -1.030, -3.392], [0.020, -0.081, 0.129], [0.161, -0.001, -0.036], [-0.057, -0.122, -0.075], [0.011, 0.171, 0.026], [0.069, -0.058, 0.160], [-0.667, 0.858, 3.148], [-3.507, 0.530, 0.127]],
  "smiles": "C[C@@]1(C(N)=O)CO1"
}

=====

(4)
{
  "formula": "C4H7NO2",
  "method": "wB97M-V/def2-TZVPD",
  "species": ["N", "C", "O", "C", "C", "C", "O", "H", "H", "H", "H", "H", "H", "H"],
  "xyz": [[1.629, 0.593, 1.799], [0.688, 0.148, 0.880], [-0.497, 0.832, 0.385], [0.577, -1.067, 0.025], [-0.541, -0.543, 0.883], [-1.506, 0.419, -2.172], [-1.394, -0.681, -2.657], [1.276, 1.353, 2.369], [2.495, 0.865, 1.356], [1.101, -1.937, 0.416], [0.514, -0.987, -1.059], [-1.218, -0.904, 1.640], [-0.675, 1.145, -2.155], [-2.450, 0.764, -1.710]],
  "forces_ev_per_a": [[-0.009, 0.167, -0.087], [0.145, -0.209, 0.141], [0.024, 0.145, -0.123], [0.112, -0.125, -0.145], [-0.058, -0.168, 0.269], [0.011, -0.246, -0.178], [-0.082, 0.474, 0.222], [0.000, -0.148, 0.048], [-0.066, 0.123, -0.015], [-0.095, 0.068, -0.049], [-0.001, -0.015, 0.205], [0.014, 0.082, -0.142], [-0.074, -0.074, -0.096], [0.080, -0.074, -0.050]],
  "smiles": "N[C@@]12C[C@@H]1O2.C=O"
}

=====

(5)
{
  "formula": "C4H7NO2",
  "method": "wB97M-V/def2-TZVPD",
  "species": ["C", "C", "C", "N", "C", "O", "O", "H", "H", "H", "H", "H", "H", "H"],
  "xyz": [[-1.627, -0.275, 0.413], [1.201, -0.688, 0.010], [0.182, 0.268, -1.380], [1.474, 0.250, 0.955], [-0.522, -0.631, -0.550], [-0.092, 1.566, -1.064], [1.811, -1.707, -0.167], [0.477, 2.119, -1.611], [2.355, 0.176, 1.440], [1.017, 1.146, 0.921], [-0.512, -1.655, -0.905], [-1.514, 0.735, 0.807], [-1.663, -0.983, 1.242], [-2.586, -0.319, -0.111]],
  "forces_ev_per_a": [[0.081, 0.031, 0.050], [-0.410, -0.449, 0.445], [-0.059, 0.348, -0.433], [0.006, -0.033, -0.117], [0.606, 0.125, 0.190], [-0.020, -0.284, 0.087], [-0.232, 0.431, -0.090], [-0.033, -0.124, 0.034], [-0.063, -0.010, -0.084], [0.002, -0.060, -0.047], [0.062, 0.044, -0.026], [-0.007, -0.039, -0.013], [-0.021, 0.031, -0.023], [0.088, -0.010, 0.026]]
}

=====

(6)
{
  "formula": "C4H7NO2",
  "method": "wB97M-V/def2-TZVPD",
  "species": ["O", "C", "C", "C", "C", "O", "N", "H", "H", "H", "H", "H", "H", "H"],
  "xyz": [[1.806, -1.249, -0.198], [1.555, -0.108, 0.071], [0.225, 0.667, -0.007], [-1.033, -0.060, -0.394], [-0.955, -1.502, -0.978], [-1.899, -2.228, -0.825], [0.119, 1.250, 1.328], [2.394, 0.502, 0.474], [0.583, 1.461, -0.700], [-1.577, 0.394, -1.235], [-1.663, -0.224, 0.475], [-0.109, -1.863, -1.589], [0.012, 2.230, 1.504], [0.541, 0.729, 2.075]],
  "forces_ev_per_a": [[-0.615, -0.248, -0.173], [0.434, -0.204, 0.108], [1.807, 0.791, 0.775], [0.015, -1.920, -1.260], [0.133, 0.256, 0.049], [-0.209, -0.226, 0.119], [-0.340, -0.267, 0.006], [-0.337, 0.368, -0.069], [-0.815, -0.208, 0.073], [-0.063, 0.515, 0.549], [-0.225, 0.524, -0.063], [0.068, 0.427, 0.096], [0.155, 0.079, -0.305], [-0.009, 0.114, 0.094]],
  "smiles": "N[C@@H](C=O)CC=O"
}

=====

(7)
{
  "formula": "C4H7NO2",
  "method": "wB97M-V/def2-TZVPD",
  "species": ["O", "C", "C", "N", "C", "C", "O", "H", "H", "H", "H", "H", "H", "H"],
  "xyz": [[2.227, -0.144, 0.282], [0.874, -0.010, 0.609], [0.177, 1.222, -0.001], [-0.848, 0.654, -0.894], [-1.316, -0.582, -0.273], [0.047, -1.160, 0.040], [0.506, -2.240, -0.243], [2.329, -1.051, -0.052], [0.737, -0.016, 1.705], [-0.250, 1.856, 0.794], [0.904, 1.811, -0.568], [-1.608, 1.291, -1.100], [-1.889, -1.204, -0.962], [-1.889, -0.428, 0.663]],
  "forces_ev_per_a": [[0.056, -0.139, -0.099], [-0.229, 0.043, 0.016], [0.122, 0.125, 0.072], [-0.205, 0.166, 0.049], [-0.072, -0.151, -0.049], [0.127, -0.377, -0.007], [-0.262, 0.486, 0.199], [0.095, 0.108, 0.078], [0.073, -0.017, -0.170], [0.058, -0.138, -0.162], [-0.124, -0.076, 0.094], [0.158, 0.015, 0.042], [0.111, 0.051, 0.105], [0.092, -0.097, -0.167]],
  "smiles": "O=C1CNC[C@@H]1O"
}

=====

(8)
{
  "formula": "C4H7NO2",
  "method": "wB97M-V/def2-TZVPD",
  "species": ["C", "C", "C", "C", "H", "H", "H", "H", "H", "H", "H", "N", "O", "O"],
  "xyz": [[0.787, 1.122, 0.704], [-0.092, -1.287, 0.439], [-0.267, -1.449, -1.201], [-0.551, 0.052, -1.566], [0.834, 2.285, 0.277], [0.965, -1.400, 0.536], [-0.639, -2.085, 1.110], [0.808, -1.655, -1.620], [-1.087, -2.253, -1.432], [-1.254, 0.079, -2.423], [0.433, 0.648, -1.713], [-0.524, 0.242, 0.820], [1.687, 0.906, 1.507], [-1.144, 0.601, -0.349]],
  "forces_ev_per_a": [[0.949, 1.152, 4.287], [-1.138, -0.321, -0.254], [0.906, 0.306, 1.617], [0.758, -0.718, 1.364], [-1.103, -3.129, 0.029], [0.604, 0.111, 0.958], [0.855, 1.907, -1.489], [-2.304, -0.357, 0.661], [1.684, 1.821, 0.051], [0.381, 0.741, 0.759], [-1.471, -1.120, -0.248], [4.423, -1.263, -3.178], [-1.438, -0.145, -2.151], [-3.104, 1.014, -2.406]],
  "smiles": "O=CN1CCCO1"
}

=====

What are the orbital gap values for these records? In order: 8.39; 10.49; 10.67; 9.65; 9.14; 10.05; 10.10; 10.20 eV.
What are the energy relative to the best compared isomer or geometry (same formula, charge and spin) values for these records? In order: 226.9; 31.2; 95.5; 110.6; 79.1; 52.2; 32.9; 119.4 kcal per mole.